This record from OMol25 describes C6H10O2 as an isolated structure in a non-equilibrium geometry. The level of theory is ωB97M-V/def2-TZVPD.

```
18
Properties=species:S:1:pos:R:3:forces:R:3:mulliken_charge:R:1
C 2.181119 -1.115080 -0.136521 0.7 -0.3 1.3 -1.372
C 1.062738 -0.016664 -0.062951 6.9 1.0 -1.9 0.813
C 1.789903 1.434772 0.028797 -4.5 -1.9 5.0 -1.029
C -0.066869 -0.390039 0.631548 -2.5 -4.1 -0.2 0.147
C -2.160118 0.133093 0.030197 -5.9 -1.0 1.0 -0.255
C -0.250861 0.217770 -0.820453 1.5 0.1 0.6 -0.528
H 2.657465 -1.047745 -1.094651 0.2 -0.2 -0.7 0.368
H 1.895955 -2.178279 0.102207 -0.3 1.1 -0.6 0.396
H 3.055280 -0.944117 0.606459 -1.7 0.3 -0.9 0.300
H 2.036102 1.239468 1.192751 2.4 0.8 -2.8 0.335
H 0.841520 1.851182 0.738400 1.7 0.9 -3.2 0.295
H 2.194292 1.946071 -0.944769 -0.6 -0.9 2.7 0.309
H -0.141911 -1.498800 0.407995 0.4 0.7 0.5 0.095
H -2.585182 1.202077 -0.030035 1.5 -1.2 0.7 0.287
H -3.342606 -0.552738 -0.080202 3.7 1.6 1.2 0.211
H -0.278050 1.224252 -0.516243 -1.1 1.6 -0.7 0.382
O -1.201051 -0.096454 1.283374 -2.8 2.4 -0.7 -0.432
O -1.507491 -0.256607 -1.084075 0.3 -1.1 -1.1 -0.319
```
Positions in Å, forces in eV/Å.

Calculated values
energy relative to the best compared isomer or geometry (same formula, charge and spin) = 949.6 kJ/mol
net charge = 0